1.
# C5H4O

The molecule C5H4O at a distorted geometry (ωB97M-V/def2-TZVPD, the OMol25 dataset).

The multiplicity is 3. For the electronic energy, the calculation gives -267.77556 hartree. As for the LUMO energy (alpha / beta): 0.7 / -2.1 eV. The HOMO energy (alpha / beta) is -7.4350 / -10.4530 eV. Its expectation value of S² is 2.01.

Each line ends with the natural charge from an NBO analysis.
Geometry (Å):
C1 0.47542 -1.46314 -0.03178  0.102
C2 1.37827 0.16917 0.01663  -0.439
C3 -0.84891 0.44957 0.07469  0.107
C4 0.14325 -0.29748 -0.78383  -0.159
C5 0.21025 -0.22680 0.89931  -0.089
O1 -2.15758 0.09738 -0.04153  -0.681
H1 2.37829 -0.49381 -0.13075  0.242
H2 1.66482 1.14733 -0.04910  0.199
H3 -0.89683 1.49937 0.28639  0.224
H4 -2.34696 -0.88160 -0.24002  0.492

2.
# C5H11ClN2

The molecule C5H11ClN2 (ωB97M-V/def2-TZVPD, the OMol25 dataset).

For the electronic energy, the calculation gives -766.80743 hartree. As for the LUMO energy: 0.9 eV. The HOMO energy is -9.3063 eV. The SMILES is C[C@@]1(Cl)C[C@@H](N)[C@@H]1N.

Each line ends with the natural charge from an NBO analysis.
Geometry (Å):
C1 1.77062 -0.80617 1.07841  -0.634
C2 0.92227 -0.23722 -0.03138  0.010
C3 -0.12745 -1.11668 -0.72186  -0.454
C4 -1.08729 0.11129 -0.77312  -0.048
C5 -0.22385 0.76149 0.32372  -0.060
H1 2.48471 -1.56943 0.68249  0.226
H2 1.11956 -1.29490 1.83812  0.215
H3 2.36899 -0.01784 1.57930  0.222
H4 -0.48031 -1.90885 -0.03443  0.206
H5 0.15459 -1.60964 -1.65896  0.226
H6 -0.94396 0.64344 -1.73414  0.199
H7 -2.68334 -0.60449 0.29639  0.351
H8 -2.96814 -0.41938 -1.32082  0.360
H9 -0.61371 0.41659 1.30145  0.188
H10 0.38147 2.48609 -0.50983  0.366
H11 0.49839 2.47643 1.12855  0.360
N1 -2.50058 -0.00086 -0.51073  -0.817
N2 -0.08896 2.18350 0.34436  -0.814
Cl1 2.01698 0.50664 -1.27752  -0.102

3.
# C3H8O

A cluster of 2 separate species, C3H8O in total at a distorted geometry (ωB97M-V/def2-TZVPD, the OMol25 dataset).

For the electronic energy, the calculation gives -194.28830 hartree. As for the LUMO energy: 0.8 eV. The HOMO energy is -10.1948 eV. The SMILES is C=O.CC.

Each line ends with the natural charge from an NBO analysis.
Geometry (Å):
C1 1.68659 -0.43375 -0.13272  -0.612
C2 1.70346 0.98671 -0.67300  -0.617
H1 0.63594 -0.70992 -0.01743  0.203
H2 2.15267 -1.14847 -0.80573  0.208
H3 2.16368 -0.55792 0.83620  0.208
H4 0.90429 1.22833 -1.38621  0.201
H5 2.57598 1.19230 -1.30007  0.204
H6 1.57094 1.79467 0.04814  0.206
O1 -3.22115 -1.66749 1.16781  -0.500
C3 -3.35668 -0.50827 0.85195  0.237
H7 -2.98100 -0.33735 -0.16239  0.132
H8 -3.83471 0.16117 1.57344  0.132

4.
# C3H3Cl3NO2

The ion C3H3Cl3NO2 with charge -1 at a distorted geometry (ωB97M-V/def2-TZVPD, the OMol25 dataset).

For the electronic energy, the calculation gives -1701.98322 hartree. As for the LUMO energy: 3.2 eV. The HOMO energy is -4.9853 eV. The SMILES is O=C([O-])N[C@H](Cl)C(Cl)Cl. As for the total charge: -1.

Each line ends with the natural charge from an NBO analysis.
Geometry (Å):
C1 1.50434 0.26899 -1.72152  0.932
C2 0.18367 -0.45278 0.36914  0.129
C3 -1.17578 0.56574 1.13739  -0.376
N1 0.21031 -0.30148 -0.89769  -0.787
O1 1.27052 0.21623 -2.88238  -0.701
O2 2.40901 0.61727 -0.96022  -0.744
Cl1 -0.22933 -2.18877 1.01630  -0.225
Cl2 -2.66534 -0.24022 1.23150  -0.025
Cl3 -0.77835 1.20382 2.65386  -0.024
H1 1.07352 -0.07918 0.93161  0.226
H2 -1.36601 1.42798 0.42336  0.211
H3 -0.43656 -1.03761 -1.30138  0.384

5.
# C3H12O2S

A cluster of 3 separate species, C3H12O2S in total (ωB97M-V/def2-TZVPD, the OMol25 dataset).

The multiplicity is 2. For the electronic energy, the calculation gives -670.13276 hartree. As for the LUMO energy (alpha / beta): 3.2 / 3.5 eV. The HOMO energy (alpha / beta) is 0.7837 / -5.8504 eV. Its expectation value of S² is 0.75. As for the total charge: -1.

Each line ends with the natural charge from an NBO analysis.
Geometry (Å):
C1 0.09269 0.14190 -1.89917  -0.612
C2 -0.95802 -0.54563 -1.04446  -0.439
C3 -0.34018 -1.37502 0.07293  -0.526
S1 -1.67555 -1.98719 1.16541  -0.212
H1 -0.36937 0.74961 -2.67963  0.198
H2 0.72841 -0.59642 -2.39615  0.188
H3 0.72692 0.79436 -1.30390  0.234
H4 -1.63218 0.18128 -0.58548  0.199
H5 -1.59363 -1.18015 -1.66192  0.188
H6 0.33872 -0.77402 0.67058  0.233
H7 0.22352 -2.23083 -0.31311  0.195
H8 -0.87981 -2.55488 2.08318  0.108
H9 -0.89543 1.30540 1.22109  0.417
H10 -0.45426 2.46334 2.13977  0.306
O1 -0.21758 1.99821 1.31290  -1.381
H11 3.05629 1.35312 1.25087  0.446
H12 1.52900 1.40371 1.08283  0.500
O2 2.32045 0.85320 0.88426  -1.041

6.
# N3O3

The ion N3O3 with charge -1 at a distorted geometry (ωB97M-V/def2-TZVPD, the OMol25 dataset).

For the electronic energy, the calculation gives -389.85658 hartree. As for the LUMO energy: 5.0 eV. The HOMO energy is -4.1043 eV. The SMILES is O=[N+]([O-])/N=N/[O-]. As for the total charge: -1.

Each line ends with the natural charge from an NBO analysis.
Geometry (Å):
N1 0.72798 -0.11691 0.22699  -0.389
N2 0.09452 1.21272 0.35543  0.166
N3 -0.25767 -0.88211 -0.24161  0.589
O1 -1.30911 -0.96250 0.37672  -0.464
O2 0.82242 2.13354 0.62396  -0.429
O3 -0.07813 -1.38474 -1.34149  -0.472

7.
# C5H12NO2P

The molecule C5H12NO2P at a distorted geometry (ωB97M-V/def2-TZVPD, the OMol25 dataset).

For the electronic energy, the calculation gives -744.25193 hartree. As for the LUMO energy (alpha / beta): 0.3 / 0.3 eV. The HOMO energy (alpha / beta) is -8.6163 / -8.6146 eV.

Each line ends with the natural charge from an NBO analysis.
Geometry (Å):
C1 1.14383 1.08019 -0.07016  -0.454
C2 1.00523 0.53117 1.31482  -0.052
C3 0.52080 0.08707 -1.12683  -0.062
C4 1.10215 0.47137 -2.47681  -0.622
C5 -1.63966 -1.94179 1.58610  -1.031
N1 -0.93546 0.01522 -1.22268  -0.807
O1 -2.79365 0.60883 1.48639  -1.043
O2 -0.30624 0.48902 1.81150  -0.818
P1 -1.62251 -0.15836 1.14456  2.162
H1 0.63032 2.02782 -0.14309  0.210
H2 2.20210 1.30127 -0.26911  0.222
H3 1.26785 -0.49719 1.25372  0.160
H4 1.49957 1.00835 2.17005  0.203
H5 0.82751 -0.91123 -0.68500  0.162
H6 1.08958 1.52979 -2.53669  0.203
H7 0.42602 0.26618 -3.18726  0.217
H8 2.08382 -0.04768 -2.67082  0.219
H9 -2.63834 -2.33707 1.16748  0.270
H10 -0.75601 -2.55130 1.30038  0.261
H11 -1.86317 -2.00059 2.65029  0.264
H12 -1.24375 1.02890 -1.49685  0.336

8.
# C10H23N5O5

A cluster of 2 separate species, C10H23N5O5 in total at a distorted geometry (ωB97M-V/def2-TZVPD, the OMol25 dataset).

For the electronic energy, the calculation gives -1044.77879 hartree. As for the LUMO energy: 0.0 eV. The HOMO energy is -8.8657 eV. The SMILES is [H]/N=C(\N)NCCC[C@H](N)C(=O)O.C[C@@H](O)[C@H](N)C(=O)O.

Each line ends with the natural charge from an NBO analysis.
Geometry (Å):
C1 4.41244 -0.37803 -1.65925  -0.189
C2 5.34496 0.27070 -0.67413  0.792
C3 3.74121 0.52895 -2.69648  0.102
C4 4.78037 1.09594 -3.62718  -0.624
C5 -1.93803 -1.75592 2.23806  -0.152
C6 -0.74482 -2.79044 2.44541  0.780
C7 -1.49673 -0.27272 2.42892  -0.388
C8 -2.65487 0.68608 2.27217  -0.416
C9 -3.20389 0.99262 0.80119  -0.218
C10 -4.92223 2.16404 -0.41117  0.582
H1 2.59058 -1.24290 -1.36373  0.341
H2 3.03693 -0.19319 -0.19750  0.369
H3 4.90279 -1.11292 -2.17394  0.211
H4 3.23477 1.28847 -2.13684  0.162
H5 1.99257 -0.31670 -2.94531  0.466
H6 5.56220 1.54431 -3.06214  0.212
H7 5.21965 0.26953 -4.19884  0.217
H8 4.39188 1.84120 -4.29470  0.222
H9 7.06665 0.28518 -0.14456  0.489
H10 -2.88981 -2.35350 3.94603  0.358
H11 -3.29457 -3.08066 2.67123  0.346
H12 -2.19374 -1.80057 1.18728  0.202
H13 -0.72551 -0.00764 1.73792  0.211
H14 -1.02317 -0.11859 3.51635  0.212
H15 -2.31113 1.62847 2.68521  0.211
H16 -3.39943 0.25644 2.98201  0.226
H17 -2.36129 1.25908 0.26989  0.167
H18 -3.61550 0.14056 0.40000  0.189
H19 -4.68346 2.25586 1.63199  0.403
H20 -6.60268 2.53761 -1.01147  0.319
H21 -4.80888 1.43505 -2.29463  0.371
H22 -3.38305 1.35957 -1.55431  0.379
H23 0.45468 -3.75779 1.31514  0.499
N1 3.38197 -0.95270 -0.78062  -0.803
N2 -3.18314 -2.20858 2.98263  -0.793
N3 -4.08413 2.16113 0.73348  -0.630
N4 -6.12526 2.61308 -0.23095  -0.741
N5 -4.39873 1.35220 -1.47700  -0.832
O1 4.98807 0.79997 0.34817  -0.593
O2 2.81179 -0.19192 -3.46886  -0.709
O3 6.64587 0.01394 -0.91625  -0.663
O4 -0.40076 -3.32146 3.48079  -0.587
O5 -0.11454 -2.92376 1.24598  -0.695

9.
# C2H2N4O2

The molecule C2H2N4O2 at a distorted geometry (ωB97M-V/def2-TZVPD, the OMol25 dataset).

For the electronic energy, the calculation gives -446.79817 hartree. As for the LUMO energy: -1.3 eV. The HOMO energy is -10.4899 eV. The SMILES is O=Cn1[nH]nnc1=O.

Each line ends with the natural charge from an NBO analysis.
Geometry (Å):
C1 1.15473 -0.87276 -0.76295  0.531
C2 -0.56640 -0.43002 0.93224  0.640
H1 1.56902 -1.59733 -0.00573  0.206
H2 -0.00337 1.96065 -0.84239  0.413
N1 0.26728 0.07829 0.00837  -0.339
N2 -0.57371 1.23214 -0.51944  -0.185
N3 -1.54710 1.38936 0.31928  0.090
N4 -1.70309 0.25877 1.08922  -0.260
O1 1.67625 -0.63447 -1.89820  -0.500
O2 -0.27360 -1.38461 1.67960  -0.595

10.
# C4H10N2

The molecule C4H10N2 at a distorted geometry (ωB97M-V/def2-TZVPD, the OMol25 dataset).

For the electronic energy, the calculation gives -267.84324 hartree. As for the LUMO energy: 1.1 eV. The HOMO energy is -8.6852 eV. The SMILES is C=NCCCN.

Each line ends with the natural charge from an NBO analysis.
Geometry (Å):
C1 -0.79950 -1.08145 -0.97046  -0.210
C2 -0.47563 -0.23078 0.23969  -0.435
C3 0.22506 1.09613 -0.18033  -0.260
C4 0.81023 1.84338 1.97562  -0.087
N1 0.14900 2.11712 0.91773  -0.378
N2 0.17119 -2.01993 -1.51478  -0.881
H1 -1.08885 -0.50354 -1.84008  0.189
H2 -1.74180 -1.58871 -0.68311  0.161
H3 -1.24007 0.05391 0.98713  0.224
H4 0.24026 -0.70462 0.90880  0.199
H5 -0.43307 1.54322 -0.93156  0.205
H6 1.30021 0.96682 -0.26135  0.209
H7 0.90449 2.49374 2.83370  0.179
H8 1.20721 0.82291 2.04553  0.128
H9 0.01896 -2.14443 -2.49769  0.374
H10 0.75232 -2.66378 -1.02884  0.382

11.
# C40H40N8

A cluster of 8 separate species, C40H40N8 in total at a distorted geometry (ωB97M-V/def2-TZVPD, the OMol25 dataset).

For the electronic energy, the calculation gives -1986.21140 hartree. As for the LUMO energy: 0.4 eV. The HOMO energy is -9.5236 eV. The SMILES is c1ccncc1.c1ccncc1.c1ccncc1.c1ccncc1.c1ccncc1.c1ccncc1.c1ccncc1.c1ccncc1.

Each line ends with the Mulliken charge.
Geometry (Å):
N1 12.22674 -12.59927 -3.16849  -0.542
C1 13.05406 -12.67983 -4.20316  -0.308
C2 14.22083 -11.93811 -4.32434  -0.307
C3 14.48516 -10.96803 -3.37441  -0.603
C4 13.59925 -10.82188 -2.32103  -0.040
C5 12.48609 -11.64231 -2.27068  -0.273
H1 12.75915 -13.38415 -4.97505  0.379
H2 14.89209 -12.09114 -5.15838  0.367
H3 15.36956 -10.34630 -3.42186  0.400
H4 13.81991 -10.12896 -1.51777  0.435
H5 11.74356 -11.58057 -1.48150  0.520
N2 12.67373 -11.49557 5.43946  -0.133
C6 12.78046 -12.30926 6.49022  -0.335
C7 13.20321 -11.88717 7.74407  -0.757
C8 13.53530 -10.55630 7.92029  -0.418
C9 13.47907 -9.70206 6.82605  -0.773
C10 13.01451 -10.22162 5.62817  -0.198
H6 12.59144 -13.35086 6.25529  0.434
H7 13.23195 -12.60213 8.55586  0.424
H8 13.77262 -10.14365 8.89289  0.441
H9 13.67557 -8.64713 6.95105  0.631
H10 12.92101 -9.60504 4.73558  0.491
N3 13.44484 -14.01280 1.39851  -0.575
C11 14.26881 -14.58002 2.27047  -0.401
C12 15.52324 -14.06835 2.58783  -0.493
C13 15.96192 -12.95652 1.89879  -0.344
C14 15.09507 -12.32040 1.02349  -0.248
C15 13.83328 -12.86552 0.84864  -0.133
H11 13.91703 -15.44164 2.83005  0.376
H12 16.10374 -14.50723 3.38904  0.427
H13 16.95928 -12.56091 2.05175  0.650
H14 15.40641 -11.37629 0.59558  0.394
H15 13.12675 -12.44066 0.14675  0.366
N4 18.10746 -2.59509 1.65698  -0.581
C16 17.39289 -3.66168 1.31667  -0.216
C17 16.00403 -3.70245 1.28365  -0.185
C18 15.32918 -2.58448 1.74966  -0.355
C19 16.06719 -1.50582 2.21243  -0.307
C20 17.45048 -1.55547 2.16587  -0.209
H16 17.95683 -4.53806 1.00874  0.391
H17 15.51127 -4.64434 1.08108  0.403
H18 14.25447 -2.59730 1.88180  0.375
H19 15.55418 -0.70097 2.72570  0.338
H20 18.05276 -0.71349 2.48609  0.350
N5 14.40370 -6.76925 1.84353  -0.316
C21 13.43377 -7.51298 1.30459  -1.328
C22 13.31062 -8.86855 1.55073  -0.842
C23 14.08337 -9.37879 2.58074  -0.066
C24 15.03030 -8.60251 3.22528  -0.436
C25 15.21639 -7.31119 2.73923  -0.934
H21 12.75712 -6.94682 0.67398  0.439
H22 12.61759 -9.53204 1.05004  1.039
H23 13.90615 -10.39584 2.91960  1.423
H24 15.73597 -8.98914 3.94559  0.615
H25 15.98782 -6.66169 3.14412  0.489
N6 16.83794 -6.76515 9.15089  -0.615
C26 15.91333 -6.03356 8.53866  -0.370
C27 15.37725 -6.34781 7.29546  -0.466
C28 15.90426 -7.42674 6.60514  -0.484
C29 16.82802 -8.21141 7.26377  0.268
C30 17.25299 -7.86331 8.52914  -0.247
H26 15.58915 -5.14739 9.07512  0.361
H27 14.54940 -5.75759 6.92255  0.417
H28 15.52776 -7.62654 5.61283  0.627
H29 17.25962 -9.04783 6.72775  0.043
H30 17.95745 -8.52593 9.01999  0.401
N7 18.15073 -11.69765 7.13148  -0.600
C31 16.94610 -11.92694 6.59707  -0.805
C32 16.59346 -11.59370 5.30242  0.403
C33 17.53591 -10.96314 4.50208  -0.220
C34 18.79235 -10.74387 5.03388  -0.877
C35 19.03852 -11.08823 6.35092  -0.329
H31 16.21614 -12.40331 7.24362  0.427
H32 15.64003 -11.83946 4.84851  0.585
H33 17.30367 -10.71986 3.47400  0.611
H34 19.57058 -10.29702 4.42759  0.383
H35 19.98530 -10.86122 6.82911  0.386
N8 10.64728 -11.61049 1.82383  -0.423
C36 10.82614 -10.92947 2.94521  -0.228
C37 10.32309 -9.63852 3.12523  -0.238
C38 9.76915 -8.95938 2.05759  -0.515
C39 9.43723 -9.74432 0.95992  -0.329
C40 9.99216 -11.01837 0.84311  -0.540
H36 11.33595 -11.37567 3.79553  0.617
H37 10.47520 -9.19127 4.10164  0.410
H38 9.38118 -7.95031 2.11101  0.476
H39 8.79522 -9.35434 0.17895  0.409
H40 9.79274 -11.57726 -0.06573  0.520

12.
# C4H2O

The molecule C4H2O at a distorted geometry (ωB97M-V/def2-TZVPD, the OMol25 dataset).

For the electronic energy, the calculation gives -228.53393 hartree. As for the LUMO energy (alpha / beta): -0.7 / -0.7 eV. The HOMO energy (alpha / beta) is -8.7070 / -8.7073 eV.

Each line ends with the natural charge from an NBO analysis.
Geometry (Å):
C1 0.60413 0.66758 -0.19208  -0.396
C2 0.71453 -0.66732 -0.09933  -0.219
C3 -0.74355 0.98724 0.30028  0.277
C4 -1.35368 -0.98253 0.07822  0.340
O1 -1.72667 0.22799 -0.14580  -0.500
H1 1.38786 1.43635 -0.13969  0.237
H2 1.11739 -1.66930 0.19840  0.262